Record 1
Below is an isolated ion of composition C3H8NO2 and charge -1, with properties calculated with ωB97M-V/def2-TZVPD.

Values from the calculation:
**Gap between HOMO and LUMO**: 6.26 eV
**LUMO level**: 3.772 eV
**SMILES**: N[C@H](C[O-])CO
**Energy above the lowest of the compared OMol25 structures with the same formula, charge and spin**: 266.8 kJ/mol
**Total charge**: -1

Last column: Löwdin charge in e.
Geometry (Å):
H 0.923 -1.401 0.122  0.11
C 0.679 -0.540 0.751  -0.24
H 0.726 0.545 -1.623  0.08
H -1.553 -0.113 -1.457  0.04
H 0.196 -1.983 2.034  0.06
O 0.369 -1.035 2.093  -0.10
H -0.571 1.686 -1.478  0.07
H 1.588 0.038 0.829  0.10
N -1.434 -0.469 -0.512  0.01
H -1.139 -1.433 -0.575  0.04
O 1.145 2.185 -0.412  -0.31
C 0.305 1.300 -0.888  -0.56
C -0.393 0.326 0.151  -0.40
H -0.839 0.893 0.966  0.12

=====

Record 2
Below is a 2-piece molecular cluster, C8H7IN4 overall in a non-equilibrium geometry, with properties calculated with ωB97M-V/def2-TZVPD.

Values from the calculation:
**Gap between HOMO and LUMO (alpha / beta)**: 6.72 / 6.71 eV
**LUMO level (alpha / beta)**: -2.386 / -2.386 eV
**Total charge**: 0

Last column: Löwdin charge in e.
Geometry (Å):
C 1.638 -0.836 1.098  -0.03
C 0.906 0.702 -0.547  -0.10
C -0.440 0.337 -0.324  -0.34
C -1.579 0.756 -0.996  0.12
N -2.644 0.065 -3.395  -0.04
H 0.847 1.519 -1.302  0.10
H 2.882 0.586 0.221  0.08
N -3.361 -1.490 -2.047  -0.09
N -3.708 -0.462 -2.794  -0.09
H 0.258 -1.963 2.136  0.10
C 1.928 0.218 0.246  -0.06
H -1.427 1.628 -1.662  0.12
C -0.792 -0.596 0.727  0.03
H -2.487 0.529 -0.603  0.06
I 0.344 -0.557 -3.471  1.03
H 2.495 -1.099 1.602  0.09
N -2.047 -1.580 -1.997  -0.06
C 0.303 -1.220 1.362  -0.02
C -1.603 -0.685 -2.904  -1.02
H -1.762 -0.781 1.054  0.10

=====

Record 3
Below is C29H42Cl2IrN3O2PS as an isolated structure, with properties calculated with ωB97M-V/def2-TZVPD.

Values from the calculation:
**Gap between HOMO and LUMO (alpha / beta)**: 7.86 / 6.89 eV
**LUMO level (alpha / beta)**: -2.560 / -3.845 eV
**2S+1**: 5
**Energy above the lowest of the compared OMol25 structures with the same formula, charge and spin**: 6.6 kJ/mol
**Expectation value of S²**: 6.017
**Total charge**: +1

Last column: Löwdin charge in e.
Geometry (Å):
H 0.822 0.645 -2.925  0.05
H -2.411 2.600 2.575  0.03
H 6.184 -0.979 -5.288  0.08
C 1.392 5.758 -2.393  -0.07
H 4.431 -4.351 2.179  0.11
C -1.480 1.889 -3.712  -0.08
H -2.334 4.680 -3.361  0.07
Cl -2.843 0.753 1.210  0.61
Cl -0.326 1.549 2.554  0.54
C 0.916 1.365 -3.738  -0.09
H -3.377 3.752 -0.513  0.09
H 6.660 0.699 -0.064  0.12
C 6.115 0.418 -0.952  -0.04
H 0.676 0.849 -4.669  0.09
C -1.070 -3.418 0.640  -0.03
C 2.771 3.692 -2.379  -0.08
H 2.214 -5.424 2.022  0.12
H -1.218 5.919 -2.778  0.07
H -2.060 -3.811 0.472  0.11
H 2.948 -0.259 -1.961  0.09
C -1.970 5.194 -2.475  -0.06
C 4.689 -0.338 -3.209  -0.03
H -0.763 4.359 0.664  0.07
C -1.486 4.215 -1.401  -0.59
H 4.133 -0.651 -4.083  0.12
H 4.731 -1.979 1.583  0.11
H 7.844 0.302 -2.197  0.12
H 1.135 3.881 -4.793  0.07
C -0.086 2.518 -3.579  -0.60
N 0.365 -1.504 0.521  -0.01
H -2.402 1.047 3.489  0.04
N 0.183 2.019 -0.859  -0.42
H -2.264 2.634 -3.807  0.07
H 2.995 4.713 -0.135  0.09
H -0.227 -5.236 1.382  0.13
Ir 0.998 0.753 0.208  1.25
C 4.019 -0.115 -2.018  -0.07
C -0.804 -2.069 0.342  -0.14
C 6.794 -0.413 -4.587  -0.04
C 1.574 4.391 -1.720  -0.58
C 3.751 -2.428 1.505  0.01
H 1.947 1.690 -3.798  0.06
C -2.108 1.557 2.578  -0.94
C 6.071 -0.185 -3.293  -0.26
H 7.725 -0.954 -4.426  0.09
H -2.812 5.751 -2.060  0.10
H 2.673 3.633 -3.460  0.07
H 7.047 0.539 -5.056  0.09
H -0.552 4.383 -4.638  0.07
H 2.356 6.267 -2.357  0.10
H -2.163 5.357 0.277  0.09
H -0.127 3.019 -5.655  0.10
H -0.570 5.854 -0.259  0.07
C 1.916 4.617 -0.231  -0.08
S 3.914 0.635 0.619  0.60
H -3.098 2.832 -1.976  0.07
C -2.616 3.223 -1.087  -0.11
C 4.737 0.270 -0.896  -0.28
H 2.947 2.700 -1.971  0.06
C 1.389 -2.283 0.989  -0.17
C 0.109 3.524 -4.717  -0.07
H -1.594 -1.443 -0.055  0.08
O 3.201 1.908 0.454  -0.40
H 1.466 5.531 0.144  0.07
C 3.573 -3.785 1.848  -0.05
C 2.346 -4.384 1.762  -0.02
H -1.711 1.228 -2.878  0.08
C -1.209 4.989 -0.103  -0.08
H 0.678 6.390 -1.869  0.07
H -2.259 2.386 -0.494  -0.02
O 4.867 0.529 1.679  -0.26
C -0.061 -4.196 1.136  0.02
C 2.674 -1.688 1.104  -0.26
H -1.487 1.293 -4.624  0.09
C 6.770 0.192 -2.150  -0.02
H 1.100 5.691 -3.439  0.07
N 2.658 -0.366 0.702  -0.32
P 0.071 3.281 -1.869  0.98
H 1.622 3.793 0.412  0.04
H 3.655 4.293 -2.165  0.10
C 1.225 -3.638 1.313  -0.15

=====

Record 4
Below is a single C12H18BrNO molecule, with properties calculated with ωB97M-V/def2-TZVPD.

Values from the calculation:
**Gap between HOMO and LUMO**: 9.51 eV
**LUMO level**: 0.809 eV
**SMILES**: CCCN(CCO)Cc1cccc(Br)c1
**Energy above the lowest of the compared OMol25 structures with the same formula, charge and spin**: 6.3 kJ/mol
**Total charge**: 0

Last column: Löwdin charge in e.
Geometry (Å):
H 4.046 -2.937 -0.399  0.07
C 1.767 -0.507 0.574  -0.21
H -5.234 1.849 0.981  0.10
H -3.082 -1.427 -0.721  0.11
C -0.627 -0.843 0.315  -0.16
C -3.087 -0.535 -0.112  -0.09
O 2.685 1.613 -1.759  -0.07
H 2.500 0.304 0.625  0.11
N 0.495 0.068 0.177  -0.19
C -1.953 1.068 1.261  -0.04
H 1.642 -0.878 1.596  0.12
C 2.318 -1.646 -0.300  -0.24
H -0.548 1.109 -1.248  0.12
C -3.135 1.762 1.437  -0.07
H -3.153 2.658 2.039  0.11
H -1.037 1.415 1.713  0.11
H 3.575 -2.492 1.241  0.07
H -0.718 -1.535 -0.540  0.13
C -1.918 -0.085 0.484  -0.22
H 1.610 -2.477 -0.297  0.11
H -0.465 -1.445 1.215  0.13
H 2.429 -1.307 -1.332  0.10
C -4.264 0.166 0.079  -0.67
C 0.471 0.736 -1.116  -0.17
H 1.016 2.683 -1.868  0.12
C -4.306 1.315 0.848  -0.13
H 3.110 0.933 -1.224  0.06
H 1.545 2.371 -0.201  0.12
Br -5.865 -0.467 -0.745  0.72
H 0.685 0.051 -1.954  0.13
H 4.396 -1.320 0.211  0.07
C 3.666 -2.128 0.220  -0.11
C 1.434 1.927 -1.200  -0.24

=====

Record 5
Below is an isolated ion of composition C9H18NO and charge -1 in a non-equilibrium geometry, with properties calculated with ωB97M-V/def2-TZVPD.

Values from the calculation:
**Gap between HOMO and LUMO**: 5.63 eV
**LUMO level**: 3.697 eV
**SMILES**: C=C(C)N([O-])C(C)(C)C(C)C
**Energy above the lowest of the compared OMol25 structures with the same formula, charge and spin**: 0.0 kJ/mol
**Total charge**: -1

Last column: Löwdin charge in e.
Geometry (Å):
C -0.604 -0.484 -1.934  -0.06
H -0.684 1.286 2.550  0.10
H -1.564 -1.982 0.984  0.12
H -0.389 1.358 -0.056  0.10
H -0.118 -2.702 0.221  0.08
H -1.286 -1.185 -2.378  0.05
H 0.769 1.315 -2.005  0.00
H -1.194 -0.411 2.350  0.05
H -3.029 0.019 -0.149  0.09
H 0.486 0.003 2.161  0.04
O 1.464 -1.706 0.822  -0.30
C -0.509 0.310 1.926  -0.08
C 2.945 0.501 0.473  -0.08
N 1.083 -0.853 -0.228  -0.18
C 1.699 0.352 -0.323  -0.43
C -0.352 -0.721 -0.455  -0.52
C 1.474 1.382 -1.206  -0.05
H 3.650 -0.124 -0.067  0.07
C -0.979 -2.019 -0.082  -0.06
H -2.783 0.951 1.330  0.04
H 2.823 0.187 1.494  0.04
H -2.423 1.758 -0.131  0.06
H -1.704 -2.288 -0.873  0.06
H 2.123 2.262 -1.068  0.03
C -0.857 0.445 0.433  -0.37
C -2.372 0.788 0.361  -0.09
H 0.244 -0.507 -2.497  0.04
H -1.236 0.422 -2.248  0.11
H 3.322 1.641 0.595  0.11